Entry from the OMol25 dataset: a cluster of 2 separate species, C8H7NO4S in total at a distorted geometry (the ωB97M-V functional and the def2-TZVPD basis).

Properties
Total energy   -1062.89880 a.u.
Maximum force   2.16 eV/A
Frontier orbital gap   10.0 eV
ΔE to the lowest compared entry with this formula, charge and spin   0.00 kJ/mol
LUMO   0.26 eV

Last column: Löwdin charge in e.
Cartesian coordinates (Å):
1 C 1.726 -0.900 -0.805  -0.080
2 C 1.128 -1.938 -1.519  -0.077
3 C 0.982 0.017 -0.086  0.001
4 C -0.245 -2.107 -1.548  0.018
5 C -0.393 -0.146 -0.109  -0.152
6 C -0.989 -1.190 -0.828  -0.187
7 C -2.598 -0.069 0.133  -0.048
8 C -1.345 1.674 1.330  -0.003
9 N -1.453 0.524 0.478  -0.067
10 O -4.512 -1.162 2.255  -0.269
11 O -4.526 1.289 2.091  -0.295
12 O -5.797 -0.050 0.463  -0.261
13 O -2.335 -1.101 -0.650  0.100
14 S -4.858 0.015 1.529  0.590
15 H 2.803 -0.816 -0.812  0.105
16 H 1.756 -2.629 -2.061  0.106
17 H 1.449 0.815 0.469  0.113
18 H -0.721 -2.907 -2.086  0.122
19 H -0.728 1.437 2.198  0.106
20 H -0.888 2.502 0.784  0.103
21 H -2.345 1.953 1.659  0.075

Entry from the OMol25 dataset: a cluster of 2 separate species, C2H5IS in total at a distorted geometry (the ωB97M-V functional and the def2-TZVPD basis).

Properties
Total energy   -774.96085 a.u.
Maximum force   1.05 eV/A
Frontier orbital gap   7.9 eV
ΔE to the lowest compared entry with this formula, charge and spin   276.95 kJ/mol
LUMO   -0.64 eV

Last column: Löwdin charge in e.
Cartesian coordinates (Å):
1 C -1.272 -1.045 -0.029  -0.084
2 C 0.875 1.789 -0.425  -1.182
3 S 2.228 1.038 -0.992  0.637
4 I 0.128 1.977 1.477  0.751
5 H -1.282 -1.707 0.853  0.023
6 H -0.265 -0.619 -0.242  -0.034
7 H -1.918 -0.216 0.277  -0.004
8 H -1.544 -1.692 -0.866  0.019
9 H 3.050 0.477 -0.053  -0.126

Entry from the OMol25 dataset: a cluster of 2 separate species, CH3N4O in total at a distorted geometry (the ωB97M-V functional and the def2-TZVPD basis).

Properties
Total energy   -333.76750 a.u.
Maximum force   4.77 eV/A
Frontier orbital gap   10.4 eV
ΔE to the lowest compared entry with this formula, charge and spin   171.76 kJ/mol
LUMO   -5.96 eV
Total charge   +1

Last column: Löwdin charge in e.
Cartesian coordinates (Å):
1 C 0.213 -1.920 -0.283  -0.317
2 N -0.904 2.257 1.140  0.291
3 N 0.332 0.995 -0.193  0.319
4 N -0.511 1.473 0.415  -0.105
5 N 0.975 -1.268 -0.965  0.150
6 O -0.687 -2.214 0.373  0.262
7 H -1.831 2.409 1.544  0.176
8 H 0.609 0.061 -0.636  0.032
9 H 1.806 -1.794 -1.395  0.193